Here is a molecular structure, C23H20N7O4OsS2 from OMol25. Energies are from wB97M-V/def2-TZVPD.

The geometry in XYZ format:
```
57
Properties=species:S:1:pos:R:3
Os -1.08 0.09 0.46
N -2.66 -1.15 4.31
C -2.57 -0.69 3.06
S -2.06 -1.80 1.80
N -2.94 0.53 2.80
N -2.66 0.87 1.53
C -3.32 1.84 0.98
C -2.98 2.12 -0.40
C -3.63 3.08 -1.16
C -3.25 3.26 -2.48
C -2.23 2.47 -3.00
C -1.64 1.52 -2.20
N -2.00 1.34 -0.92
H -2.45 -2.10 4.52
H -3.01 -0.54 5.03
H -4.10 2.36 1.52
H -4.41 3.67 -0.72
H -3.73 4.01 -3.09
H -1.90 2.59 -4.02
H -0.84 0.90 -2.57
C 5.57 0.19 3.91
C 4.57 0.41 2.81
C 3.68 1.47 2.89
C 2.74 1.69 1.89
C 2.72 0.83 0.80
C 3.62 -0.22 0.68
C 4.54 -0.43 1.69
S 1.54 1.11 -0.45
O 2.20 1.47 -1.66
O 0.51 2.03 0.09
N 0.62 -0.23 -0.65
C 0.58 -0.98 -1.81
C 1.58 -1.19 -2.73
C 1.32 -1.96 -3.88
C 0.08 -2.50 -4.12
C -0.94 -2.33 -3.17
C -2.24 -2.87 -3.30
C -3.17 -2.68 -2.33
C -2.83 -1.92 -1.20
N -1.64 -1.38 -1.04
C -0.67 -1.58 -2.00
H 5.06 -0.04 4.85
H 6.15 1.10 4.08
H 6.25 -0.63 3.68
H 3.70 2.12 3.75
H 2.03 2.50 1.95
H 3.59 -0.88 -0.18
H 5.23 -1.25 1.62
H 2.55 -0.75 -2.59
H 2.12 -2.12 -4.59
H -0.13 -3.05 -5.03
H -2.47 -3.45 -4.19
H -4.17 -3.09 -2.41
H -3.54 -1.76 -0.40
O 1.56 -0.99 3.27
N 1.15 -0.88 2.18
O 0.00 -0.13 2.13
```

2S+1: 1
Relative energy (zero: lowest compared OMol25 entry of this formula, charge and spin) in eV: 0.930
Net charge: +1
Total energy in eV: -66926.17258
Gap between HOMO and LUMO in eV: 6.49



Here is 3 unconnected molecules or ions with the total composition C44H47IN5O5 from OMol25. Energies are from wB97M-V/def2-TZVPD.

The geometry in XYZ format:
```
102
Properties=species:S:1:pos:R:3
C 1.31 -2.83 -1.20
C -0.03 -2.91 -0.85
N -0.81 -1.76 -0.49
C -1.67 -1.13 -1.34
N -1.92 -1.52 -2.58
C -2.90 -0.86 -3.46
C -4.14 -1.77 -3.58
C -4.78 -2.24 -2.26
C -5.91 -1.34 -1.71
C -5.47 -0.35 -0.65
O -6.56 0.01 0.19
C -6.27 1.11 1.02
C -6.20 0.75 2.51
N -2.25 -0.07 -0.76
C -1.76 -0.04 0.49
N -2.19 0.91 1.39
C -1.12 1.92 1.73
C -0.35 2.40 0.49
N -0.90 -1.03 0.69
C -0.18 -1.37 1.91
C -1.13 -2.24 2.80
C -1.00 -1.93 4.30
I -0.98 -4.33 2.34
H 2.11 -2.71 -0.47
H 1.55 -2.92 -2.26
H -0.55 -3.87 -0.84
H -1.46 -2.34 -2.94
H -2.42 -0.83 -4.45
H -3.11 0.17 -3.19
H -4.90 -1.34 -4.24
H -3.80 -2.67 -4.10
H -5.25 -3.21 -2.48
H -4.04 -2.46 -1.48
H -6.39 -0.81 -2.54
H -6.64 -2.00 -1.25
H -5.07 0.56 -1.14
H -4.69 -0.77 0.01
H -5.30 1.57 0.75
H -7.01 1.91 0.90
H -6.29 1.68 3.08
H -7.01 0.10 2.84
H -5.23 0.33 2.79
H -2.91 1.42 0.89
H -1.63 2.77 2.17
H -0.44 1.44 2.43
H 0.52 1.78 0.25
H -1.01 2.47 -0.38
H 0.04 3.41 0.66
H 0.08 -0.48 2.48
H 0.68 -1.99 1.65
H -2.15 -1.96 2.50
H -1.02 -0.84 4.44
H -1.83 -2.36 4.86
H -0.08 -2.37 4.61
C 1.96 1.79 -11.17
C 3.14 1.07 -11.07
C 3.48 0.44 -9.88
C 2.65 0.55 -8.78
C 1.47 1.30 -8.87
C 1.13 1.91 -10.07
C 0.58 1.46 -7.69
O -0.44 2.10 -7.76
C 0.99 0.82 -6.40
C 0.20 1.01 -5.27
C 0.55 0.41 -4.07
C 1.69 -0.39 -4.01
C 2.48 -0.57 -5.13
C 2.14 0.04 -6.33
C 3.02 -0.15 -7.52
O 4.01 -0.84 -7.45
H 1.70 2.28 -12.10
H 3.80 0.99 -11.93
H 4.40 -0.13 -9.81
H 0.21 2.48 -10.14
H -0.69 1.63 -5.33
H -0.06 0.56 -3.19
H 1.97 -0.86 -3.07
H 3.37 -1.19 -5.07
C 7.10 2.68 8.62
C 6.70 3.53 7.59
C 5.57 3.23 6.84
C 4.85 2.08 7.11
C 5.26 1.21 8.12
C 6.38 1.52 8.88
C 4.53 -0.05 8.39
O 4.88 -0.81 9.27
C 3.34 -0.38 7.54
C 2.68 -1.59 7.74
C 1.57 -1.90 6.96
C 1.12 -1.00 6.00
C 1.79 0.20 5.80
C 2.91 0.51 6.56
C 3.63 1.78 6.30
O 3.24 2.56 5.45
H 7.97 2.91 9.21
H 7.27 4.42 7.38
H 5.26 3.90 6.05
H 6.69 0.86 9.68
H 3.03 -2.28 8.49
H 1.06 -2.84 7.12
H 0.23 -1.25 5.38
H 1.45 0.89 5.04
```

2S+1: 1
Net charge: +1
Total energy in eV: -72169.34817
Gap between HOMO and LUMO in eV: 6.67



Here is 3 unconnected molecules or ions with the total composition C11H23BNO6P from OMol25. Energies are from wB97M-V/def2-TZVPD.

The geometry in XYZ format:
```
43
Properties=species:S:1:pos:R:3
C 1.66 -1.37 1.36
C 0.13 -1.00 1.47
O 0.06 0.32 2.04
C -0.52 -2.06 2.42
P -1.94 -3.03 1.65
B -3.12 -1.67 0.99
N -3.91 -0.77 1.82
O -3.23 -1.52 -0.44
H 2.20 -0.62 0.77
H 1.72 -2.39 0.95
H 2.02 -1.35 2.40
H -0.30 -0.99 0.46
H -0.09 0.89 1.29
H 0.24 -2.78 2.76
H -0.86 -1.51 3.31
H -1.40 -3.72 0.51
H -3.83 0.16 1.40
H -3.51 -0.67 2.75
H -2.32 -1.43 -0.72
O 4.54 -2.53 0.11
C 5.05 -1.51 -0.22
C 6.18 -1.37 -1.22
C 6.67 0.04 -0.95
C 5.41 0.73 -0.47
O 4.66 -0.28 0.22
H 5.78 -1.48 -2.22
H 6.96 -2.11 -1.03
H 7.12 0.53 -1.82
H 7.42 0.03 -0.16
H 4.81 1.12 -1.29
H 5.63 1.55 0.22
O -3.52 1.89 0.82
C -3.86 2.28 -0.27
C -5.18 2.00 -0.94
C -4.89 2.37 -2.38
C -3.82 3.44 -2.23
O -3.09 3.07 -1.05
H -5.94 2.64 -0.49
H -5.45 0.95 -0.83
H -5.76 2.72 -2.94
H -4.48 1.51 -2.91
H -4.24 4.44 -2.07
H -3.14 3.47 -3.08
```

SMILES: C[C@H](O)CPB(N)O.O=C1CCCO1.O=C1CCCO1
2S+1: 1
Total energy in eV: -35522.07998
Gap between HOMO and LUMO in eV: 8.38



Here is 2 unconnected molecules or ions with the total composition C2HNO3 from OMol25. Energies are from wB97M-V/def2-TZVPD.

The geometry in XYZ format:
```
7
Properties=species:S:1:pos:R:3
C -0.86 -1.38 -0.84
C -1.68 0.68 0.25
N -1.43 -0.70 -0.05
O -1.26 1.73 -0.93
O -0.26 -2.12 -1.54
O -2.14 1.02 1.30
H 7.63 0.77 1.81
```

2S+1: 1
Relative energy (zero: lowest compared OMol25 entry of this formula, charge and spin) in eV: 3.189
Net charge: -2
Total energy in eV: -9718.45297
Gap between HOMO and LUMO in eV: 3.13



Here is a molecular structure, CH5N3O3 from OMol25. Energies are from wB97M-V/def2-TZVPD.

The geometry in XYZ format:
```
12
Properties=species:S:1:pos:R:3
C -0.65 -0.88 0.49
N 1.50 0.34 -0.52
N -1.24 0.05 1.26
N 0.54 0.96 -1.01
O 1.12 -0.58 0.30
O -1.09 -0.97 -0.76
O 2.69 0.55 -0.55
H -0.62 -1.93 0.91
H -0.91 0.24 2.21
H -1.59 0.91 0.85
H -0.68 -0.17 -1.36
H 0.93 1.47 -1.82
```

2S+1: 1
Relative energy (zero: lowest compared OMol25 entry of this formula, charge and spin) in eV: 2.362
Total energy in eV: -11726.37162
Gap between HOMO and LUMO in eV: 11.05



Here is C7H5F in the gas phase from OMol25. Energies are from wB97M-V/def2-TZVPD.

The geometry in XYZ format:
```
13
Properties=species:S:1:pos:R:3
C 2.86 0.96 -0.33
C 1.78 0.42 -0.17
C 0.61 -0.34 0.23
C 0.66 -1.18 1.23
C -0.59 -0.18 -0.61
F -1.21 -1.44 -0.78
C -1.58 0.80 -0.11
C -2.26 1.55 0.55
H 3.80 1.42 -0.66
H 1.49 -1.24 1.91
H -0.19 -1.82 1.47
H -0.24 0.10 -1.60
H -2.85 2.29 1.03
```

SMILES: C#CC(=C)[C@@H](F)C#C
2S+1: 1
Relative energy (zero: lowest compared OMol25 entry of this formula, charge and spin) in eV: 0.324
Total energy in eV: -10052.56301
Gap between HOMO and LUMO in eV: 10.17



Question: Number 5 is which compound?
Answer: CH5N3O3



Question: Look up the total energy of the sixth one.
Answer: -10052.56301 eV



Question: Look up the 2S+1 of the fifth one.
Answer: 1